Below is a 3-piece molecular cluster, C6H12 overall, with properties calculated with ωB97M-V/def2-TZVPD.

Each line ends with the Mulliken charge.
Atoms and positions in Å:
C -1.2477 -1.1222 0.3670  -1.576
C -0.4225 0.0722 -0.1053  1.732
C -1.3076 1.1729 -0.6731  -1.702
C 0.7099 0.5037 0.8458  -0.977
C 1.6552 -0.3254 0.1868  -0.431
C 0.7821 -0.4194 -1.0564  -0.831
H -1.8169 -1.5540 -0.4650  0.376
H -0.6091 -1.9055 0.7895  0.391
H -1.9626 -0.8158 1.1395  0.360
H -1.8824 0.8109 -1.5346  0.364
H -0.7107 2.0311 -1.0033  0.423
H -2.0231 1.5241 0.0807  0.384
H 0.8582 1.5742 0.9590  0.323
H 1.7311 0.4074 1.9585  0.134
H 2.0371 -1.2452 0.6145  0.302
H 2.5677 0.3297 1.2521  0.140
H 0.6618 -1.3920 -1.5496  0.278
H 0.9794 0.3533 -1.8061  0.308

Calculated values
Spin multiplicity ... 1
Kohn-Sham gap ... 9.91 eV
Energy above the lowest of the compared OMol25 structures with the same formula, charge and spin ... 146.98 kcal/mol
Charge ... 0
LUMO energy ... 0.71 eV
M ... 84.16 g mol⁻¹
HOMO ... -9.20 eV